# 1
{
  "formula": "C3H7N3O",
  "method": "wB97M-V/def2-TZVPD",
  "species": ["C", "C", "C", "H", "H", "H", "H", "H", "H", "H", "N", "N", "N", "O"],
  "xyz": [[1.312, -1.035, -0.160], [-0.067, -1.021, 0.615], [-1.820, 0.289, -0.312], [1.950, 2.029, -0.304], [0.492, 1.308, 0.199], [1.688, -1.910, -0.686], [-0.162, -1.942, 1.222], [-0.041, -0.094, 1.294], [-1.799, -1.747, -0.414], [-2.762, 0.168, -0.912], [1.524, 1.198, 0.178], [1.984, 0.036, -0.358], [-1.296, -0.932, -0.181], [-1.424, 1.335, 0.160]],
  "max_force_ev_per_a": 2.92,
  "total_charge": 0,
  "homo_lumo_gap_ev": 9.4648,
  "relative_energy_kcal_mol": 47.6,
  "homo_ev": -8.762
}

***

# 2
{
  "formula": "C3H7N3O",
  "method": "wB97M-V/def2-TZVPD",
  "species": ["C", "N", "C", "O", "N", "C", "N", "H", "H", "H", "H", "H", "H", "H"],
  "xyz": [[2.589, 0.196, 0.197], [1.214, -0.073, 0.565], [0.193, -0.007, -0.346], [0.356, 0.191, -1.537], [-1.063, -0.208, 0.226], [-2.276, -0.133, -0.444], [-3.355, -0.066, 0.224], [2.700, 0.009, -0.872], [3.261, -0.469, 0.747], [2.882, 1.234, 0.401], [0.997, -0.148, 1.546], [-1.147, -0.305, 1.228], [-2.193, -0.167, -1.533], [-4.159, -0.054, -0.402]],
  "max_force_ev_per_a": 0.41,
  "total_charge": 0,
  "homo_lumo_gap_ev": 10.3988,
  "relative_energy_kcal_mol": 3.1,
  "homo_ev": -9.605
}

***

# 3
{
  "formula": "C3H7N3O",
  "method": "wB97M-V/def2-TZVPD",
  "species": ["C", "N", "C", "N", "C", "O", "N", "H", "H", "H", "H", "H", "H", "H"],
  "xyz": [[1.395, 0.948, -0.705], [0.663, -0.079, -1.193], [0.215, -0.564, 0.015], [0.369, -1.878, 0.334], [-1.108, -0.031, 0.569], [-1.613, -0.566, 1.541], [-1.658, 0.998, -0.118], [2.313, 0.752, -0.144], [0.824, 0.614, 0.669], [1.450, 1.887, -1.275], [-0.156, -2.222, 1.126], [1.223, -2.339, 0.070], [-1.340, 1.187, -1.056], [-2.578, 1.294, 0.166]],
  "max_force_ev_per_a": 0.40,
  "total_charge": 0,
  "homo_lumo_gap_ev": [9.0918, 9.0920],
  "relative_energy_kcal_mol": 84.6,
  "homo_ev": [-8.744, -8.745]
}

***

# 4
{
  "formula": "C3H7N3O",
  "method": "wB97M-V/def2-TZVPD",
  "species": ["C", "N", "C", "O", "N", "C", "N", "H", "H", "H", "H", "H", "H", "H"],
  "xyz": [[0.259, -1.518, 1.048], [0.018, -0.085, 1.044], [-1.759, 0.409, -1.472], [-0.553, -0.210, -1.726], [-1.137, 1.513, -0.971], [0.156, 0.892, -1.085], [0.814, 0.633, 0.134], [0.135, -1.894, 0.030], [-0.490, -2.001, 1.682], [1.262, -1.795, 1.414], [0.166, 0.316, 1.962], [-1.468, 2.150, -0.263], [0.855, 1.357, -1.787], [1.741, 0.234, -0.010]],
  "max_force_ev_per_a": 0.37,
  "total_charge": 0,
  "homo_lumo_gap_ev": 9.9306,
  "relative_energy_kcal_mol": 96.5,
  "homo_ev": -9.012
}

***

# 5
{
  "formula": "C3H7N3O",
  "method": "wB97M-V/def2-TZVPD",
  "species": ["N", "C", "N", "N", "C", "C", "O", "H", "H", "H", "H", "H", "H", "H"],
  "xyz": [[0.707, -0.367, -0.196], [0.907, 0.951, -0.367], [1.761, -1.265, 0.013], [-0.361, 1.458, 0.160], [-0.777, -0.453, 0.475], [-1.901, -0.782, -0.190], [1.923, 1.615, -0.463], [2.581, -0.741, 0.323], [2.002, -1.674, -0.887], [-0.221, 2.243, 0.792], [-1.265, 1.688, -0.239], [-0.626, -0.861, 1.469], [-2.131, -0.335, -1.149], [-2.600, -1.477, 0.258]],
  "max_force_ev_per_a": 3.76,
  "total_charge": 0,
  "homo_lumo_gap_ev": 8.9894,
  "relative_energy_kcal_mol": 104.4,
  "homo_ev": -8.144
}

***

# 6
{
  "formula": "C3H7N3O",
  "method": "wB97M-V/def2-TZVPD",
  "species": ["C", "C", "N", "N", "C", "O", "N", "H", "H", "H", "H", "H", "H", "H"],
  "xyz": [[0.759, 0.437, 0.326], [-0.371, -0.251, -0.372], [1.706, -0.387, 0.925], [-0.243, -1.505, -0.981], [-1.460, 0.373, 0.114], [1.419, 1.492, -0.292], [-2.672, 0.430, 0.401], [1.105, 1.570, -1.202], [2.467, 0.086, 1.390], [1.326, -1.155, 1.455], [-1.120, -1.936, -1.232], [0.452, -1.541, -1.714], [-3.152, 1.301, 0.191], [-0.216, 1.084, 0.993]],
  "max_force_ev_per_a": 2.84,
  "total_charge": 0,
  "homo_lumo_gap_ev": 8.4826,
  "relative_energy_kcal_mol": 94.7,
  "homo_ev": -7.773
}

***

# 7
{
  "formula": "C3H7N3O",
  "method": "wB97M-V/def2-TZVPD",
  "species": ["C", "C", "C", "N", "N", "N", "O", "H", "H", "H", "H", "H", "H", "H"],
  "xyz": [[-1.617, -0.123, -0.116], [0.804, 0.266, 0.036], [-3.019, -0.233, -0.096], [-0.467, -0.080, 0.024], [1.291, 1.447, -0.116], [1.849, -0.979, 0.524], [3.106, -0.423, 0.270], [-3.458, 0.659, 0.281], [-3.415, -1.143, 0.356], [-3.518, -0.338, -1.036], [0.689, 2.177, -0.475], [2.284, 1.291, -0.426], [1.812, -1.761, -0.210], [3.660, -0.761, 0.984]],
  "max_force_ev_per_a": 6.36,
  "total_charge": 2,
  "homo_lumo_gap_ev": 8.3186,
  "relative_energy_kcal_mol": 114.3,
  "homo_ev": -19.671
}

***

# 8
{
  "formula": "C3H7N3O2",
  "method": "wB97M-V/def2-TZVPD",
  "species": ["C", "C", "C", "N", "N", "N", "O", "O", "H", "H", "H", "H", "H", "H", "H"],
  "xyz": [[1.668, -0.501, 0.030], [0.722, 0.486, -0.039], [-0.621, -0.113, -0.020], [0.956, 1.869, -0.190], [-1.371, -0.081, -1.172], [-1.338, -0.096, 1.146], [0.375, -1.755, -0.024], [2.804, -0.828, 0.003], [0.212, -2.091, 0.870], [1.147, 2.204, -1.125], [1.553, 2.270, 0.522], [-2.271, -0.482, 1.163], [-0.808, -0.008, 1.998], [-2.218, -0.634, -1.165], [-0.810, -0.239, -1.998]],
  "max_force_ev_per_a": 0.94,
  "total_charge": 0,
  "homo_lumo_gap_ev": 8.3578,
  "relative_energy_kcal_mol": 74.1,
  "homo_ev": -7.840
}

***

# 9
{
  "formula": "C3H7N3O2",
  "method": "wB97M-V/def2-TZVPD",
  "species": ["C", "C", "N", "N", "C", "O", "O", "N", "H", "H", "H", "H", "H", "H", "H"],
  "xyz": [[-0.161, -0.966, 0.026], [-0.838, 0.274, 0.020], [2.016, 0.789, -0.362], [-2.008, 0.503, -0.694], [-0.060, 1.246, 0.675], [-0.405, -1.840, -0.983], [0.394, -1.605, 1.105], [1.268, 1.024, 0.778], [1.025, -0.986, 1.512], [-0.069, -2.703, -0.695], [2.941, 0.424, -0.162], [1.503, 0.642, -1.236], [-2.423, 1.415, -0.573], [-2.670, -0.265, -0.676], [-0.513, 2.049, 1.265]],
  "max_force_ev_per_a": 2.01,
  "total_charge": 0,
  "homo_lumo_gap_ev": [7.1784, 7.2315],
  "relative_energy_kcal_mol": 120.9,
  "homo_ev": [-6.614, -6.758]
}

***

# 10
{
  "formula": "C3H7N3O2",
  "method": "wB97M-V/def2-TZVPD",
  "species": ["N", "C", "C", "N", "N", "C", "O", "O", "H", "H", "H", "H", "H", "H", "H"],
  "xyz": [[0.516, 0.892, -1.092], [-0.755, 0.200, -0.912], [0.457, -0.209, -0.131], [1.312, -1.337, -0.385], [0.209, 1.214, 1.834], [-0.248, 0.079, 1.146], [-1.203, -0.627, -1.955], [-1.549, 0.427, 0.199], [-2.103, -0.344, -2.176], [0.970, 0.522, -1.925], [2.087, -1.376, 0.271], [0.799, -2.213, -0.328], [-0.452, 1.592, 2.505], [0.474, 1.955, 1.182], [-0.516, -0.776, 1.768]],
  "max_force_ev_per_a": 4.41,
  "total_charge": 0,
  "homo_lumo_gap_ev": 8.9972,
  "relative_energy_kcal_mol": 99.3,
  "homo_ev": -8.173
}

***

# 11
{
  "formula": "C3H7N3O2",
  "method": "wB97M-V/def2-TZVPD",
  "species": ["C", "C", "C", "N", "N", "N", "O", "O", "H", "H", "H", "H", "H", "H", "H"],
  "xyz": [[1.151, -1.399, -0.135], [-0.022, -1.286, -0.738], [-1.164, -1.047, 0.105], [0.736, 0.798, 0.853], [-0.547, 0.896, 0.589], [-0.705, 1.620, -0.512], [-1.850, 1.653, -0.900], [0.215, 2.295, -0.925], [2.006, -1.218, -0.729], [1.244, -1.515, 0.914], [-0.009, -1.014, -1.787], [-1.015, -1.305, 1.215], [-2.167, -0.815, -0.193], [0.857, 0.826, 1.929], [1.271, 1.511, 0.314]],
  "max_force_ev_per_a": 4.31,
  "total_charge": 0,
  "homo_lumo_gap_ev": [8.3592, 8.3578],
  "relative_energy_kcal_mol": 197.1,
  "homo_ev": [-8.791, -8.791]
}

***

# 12
{
  "formula": "C3H7N3O2",
  "method": "wB97M-V/def2-TZVPD",
  "species": ["C", "C", "C", "H", "H", "H", "H", "H", "H", "H", "N", "N", "N", "O", "O"],
  "xyz": [[1.141, 1.428, -0.041], [0.209, 0.060, -0.313], [-3.289, -0.008, 0.099], [0.263, 2.488, -0.462], [1.429, 1.851, 1.135], [2.270, 1.070, -0.796], [0.407, -2.046, -0.168], [2.777, -1.298, -0.651], [2.476, -1.364, 1.244], [-4.208, 0.844, 0.156], [1.016, -1.156, -0.256], [2.262, -0.969, 0.183], [-1.050, -0.417, -0.019], [-1.977, 0.595, -0.047], [-3.728, -1.077, -0.065]],
  "max_force_ev_per_a": 5.80,
  "total_charge": 0,
  "homo_lumo_gap_ev": 8.8773,
  "relative_energy_kcal_mol": 230.6,
  "homo_ev": -8.351
}

***

# 13
{
  "formula": "C3H7N3O2",
  "method": "wB97M-V/def2-TZVPD",
  "species": ["C", "C", "N", "N", "C", "O", "N", "O", "H", "H", "H", "H", "H", "H", "H"],
  "xyz": [[-0.088, 0.824, 0.545], [1.166, 0.538, 1.430], [-1.281, -2.100, -1.282], [0.367, 1.541, -0.640], [-0.722, -0.503, 0.251], [2.277, 0.993, 0.888], [-0.707, -0.934, -0.942], [1.105, -0.042, 2.474], [2.016, 1.430, 0.027], [-0.764, 1.433, 1.153], [-0.915, -2.459, -2.155], [-1.431, -2.799, -0.552], [0.403, 0.884, -1.407], [-0.314, 2.249, -0.903], [-1.111, -1.055, 1.112]],
  "max_force_ev_per_a": 0.88,
  "total_charge": 0,
  "homo_lumo_gap_ev": 10.0105,
  "relative_energy_kcal_mol": 49.2,
  "homo_ev": -9.138
}

***

# 14
{
  "formula": "C3H7N3O2",
  "method": "wB97M-V/def2-TZVPD",
  "species": ["C", "C", "C", "N", "N", "N", "O", "O", "H", "H", "H", "H", "H", "H", "H"],
  "xyz": [[-0.257, -0.018, 0.072], [-1.472, 0.500, 0.344], [2.660, -1.023, -0.522], [2.222, 0.431, 0.053], [0.951, 0.668, 0.391], [-2.716, -0.196, 0.006], [3.153, 1.172, 0.206], [1.910, -1.883, -0.348], [-0.288, -0.943, -0.400], [-1.565, 1.514, 0.887], [3.679, -0.956, -0.773], [0.766, 1.760, 0.533], [-3.393, -0.092, 0.780], [-2.633, -1.235, -0.335], [-3.019, 0.300, -0.894]],
  "max_force_ev_per_a": 4.23,
  "total_charge": 2,
  "homo_lumo_gap_ev": [8.9878, 8.9860],
  "relative_energy_kcal_mol": 98.6,
  "homo_ev": [-19.385, -19.385]
}

***

# 15
{
  "formula": "C3H7N3O2S",
  "method": "wB97M-V/def2-TZVPD",
  "species": ["C", "C", "C", "N", "N", "N", "O", "O", "S", "H", "H", "H", "H", "H", "H", "H"],
  "xyz": [[-0.655, 0.883, -0.709], [0.145, -0.394, -0.953], [1.610, -0.653, 1.014], [-1.520, 0.236, 1.568], [-0.955, -1.318, -0.673], [0.100, 1.930, -0.655], [-3.275, 0.099, -0.210], [1.407, -0.369, -0.371], [-1.946, -0.090, 0.237], [0.222, -0.540, -2.122], [2.625, -0.364, 1.247], [1.520, -1.715, 1.152], [0.864, -0.153, 1.759], [-0.935, -2.060, -0.020], [1.040, 1.656, -0.755], [-0.247, 2.854, -0.509]],
  "max_force_ev_per_a": 2.97,
  "total_charge": 0,
  "homo_lumo_gap_ev": [8.3067, 8.3081],
  "relative_energy_kcal_mol": 101.5,
  "homo_ev": [-8.868, -8.869]
}

***

# 16
{
  "formula": "C3H7N3O2S2",
  "method": "wB97M-V/def2-TZVPD",
  "species": ["C", "C", "C", "N", "N", "N", "O", "O", "S", "S", "H", "H", "H", "H", "H", "H", "H"],
  "xyz": [[0.472, -0.942, 0.407], [0.674, -1.550, 1.564], [-2.351, 1.383, 0.148], [-2.578, -0.593, -1.071], [-2.948, 0.496, -0.699], [1.898, -0.411, -1.901], [0.607, 1.380, -0.554], [2.669, 0.322, 0.316], [-0.970, -1.465, -0.637], [1.430, 0.213, -0.431], [1.671, -1.627, 1.948], [-0.040, -2.299, 1.959], [-1.204, 1.375, 0.341], [-2.691, 2.451, -0.011], [-2.595, 1.141, 1.214], [1.438, 0.050, -2.772], [2.170, -1.376, -1.857]],
  "max_force_ev_per_a": 5.43,
  "total_charge": 0,
  "homo_lumo_gap_ev": 8.9917,
  "relative_energy_kcal_mol": 26.7,
  "homo_ev": -9.154
}

***

# 17
{
  "formula": "C3H7N3O3S",
  "method": "wB97M-V/def2-TZVPD",
  "species": ["C", "C", "C", "N", "N", "N", "O", "O", "O", "S", "H", "H", "H", "H", "H", "H", "H"],
  "xyz": [[-2.238, 0.877, -0.110], [0.921, 0.329, -0.209], [2.371, 0.482, 0.087], [-1.049, 1.427, -0.628], [0.240, 1.367, -0.212], [-0.633, -1.782, 0.964], [-0.734, -1.182, -1.486], [1.273, -2.282, -0.642], [-2.494, 0.175, 0.846], [0.232, -1.343, -0.405], [-3.150, 1.214, -0.604], [-1.227, 2.388, -0.886], [2.754, 1.565, 0.067], [2.742, -0.164, -0.730], [2.629, 0.033, 1.159], [-0.033, -1.717, 1.769], [-1.604, -1.386, 1.020]],
  "max_force_ev_per_a": 3.33,
  "total_charge": 0,
  "homo_lumo_gap_ev": 10.1412,
  "relative_energy_kcal_mol": 14.4,
  "homo_ev": -9.933
}